Record 1
A structure of composition C39H31BrF10N6O5PS3Sn in a non-equilibrium geometry. Source: the Open Molecules 2025 dataset; level of theory: ωB97M-V/def2-TZVPD.

The energy relative to the best compared isomer or geometry (same formula, charge and spin) comes out at 0.0000 eV. The orbital gap (spin up / spin down) comes out at 5.5401 / 4.3173 eV. The calculation puts the HOMO energy (spin up / spin down) at -0.5448 / -0.5449 Eh. The largest force on an atom is 0.021 hartree/bohr. As for the charge: +3.

CARTESIAN COORDINATES (ANGSTROEM)
Sn1 -0.707 1.134 1.320
F1 5.218 -6.863 2.173
C1 4.529 -5.876 1.650
C2 4.434 -5.768 0.267
F2 5.014 -6.669 -0.502
C3 3.727 -4.723 -0.295
F3 3.642 -4.647 -1.621
C4 3.103 -3.788 0.520
P1 2.091 -2.416 -0.006
C5 0.430 -3.019 -0.327
C6 -0.544 -2.833 0.657
C7 -1.807 -3.382 0.488
C8 -2.096 -4.110 -0.658
C9 -1.123 -4.298 -1.636
C10 0.143 -3.758 -1.479
C11 2.825 -1.679 -1.427
C12 4.213 -1.467 -1.390
C13 4.856 -0.944 -2.495
C14 4.118 -0.601 -3.624
C15 2.736 -0.768 -3.647
C16 2.078 -1.284 -2.547
C17 3.197 -3.915 1.902
Br1 2.287 -2.606 2.914
C18 3.901 -4.950 2.474
F4 4.000 -5.078 3.788
H1 -0.305 -2.298 1.568
H2 -2.557 -3.258 1.259
H3 -3.078 -4.549 -0.784
H4 -1.344 -4.887 -2.517
H5 0.904 -3.939 -2.229
H6 4.784 -1.730 -0.506
H7 5.928 -0.807 -2.485
H8 4.627 -0.198 -4.490
H9 2.176 -0.506 -4.536
H10 1.004 -1.424 -2.565
F5 1.794 5.350 2.958
C19 0.611 5.198 3.521
F6 0.081 6.355 3.839
F7 0.707 4.419 4.589
S1 -0.474 4.349 2.276
O1 0.160 2.999 2.202
O2 -0.454 5.128 1.076
N1 -1.919 4.243 2.866
S2 -2.375 2.954 3.638
O3 -1.784 2.752 4.929
O4 -2.371 1.753 2.763
C20 -4.186 3.328 3.908
F8 -4.873 2.887 2.863
F9 -4.354 4.622 4.048
F10 -4.549 2.682 4.994
N2 -2.855 0.235 -6.533
C21 -2.714 0.593 -7.869
C22 -3.259 0.131 -9.023
C23 -2.786 0.737 -10.212
C24 -1.776 1.744 -10.229
C25 -1.217 2.188 -9.076
C26 -1.671 1.586 -7.849
N3 -1.226 1.781 -6.617
C27 -1.969 0.964 -5.831
C28 -1.780 0.888 -4.380
C29 -2.405 -0.069 -3.588
C30 -2.148 -0.069 -2.226
N4 -1.328 0.803 -1.637
C31 -0.743 1.726 -2.402
C32 -0.933 1.811 -3.771
H11 -3.532 -0.413 -6.163
H12 -3.988 -0.668 -9.056
H13 -3.215 0.417 -11.153
H14 -1.470 2.162 -11.177
H15 -0.480 2.978 -9.052
H16 -3.084 -0.808 -3.994
H17 -2.625 -0.800 -1.582
H18 -0.101 2.439 -1.899
H19 -0.453 2.582 -4.357
C33 -3.422 2.908 -0.165
O5 -2.030 2.934 0.186
H20 -3.552 3.121 -1.225
H21 -3.977 3.635 0.425
H22 -3.799 1.913 0.058
H23 -1.675 3.829 0.068
C34 -0.410 2.333 7.975
C35 0.359 1.265 7.267
C36 1.296 0.461 7.856
C37 1.931 -0.510 7.078
N5 1.637 -0.681 5.782
C38 0.726 0.098 5.229
S3 0.298 -0.141 3.576
N6 0.099 1.057 5.959
C39 2.973 -1.409 7.656
H24 0.252 2.912 8.617
H25 -1.164 1.874 8.617
H26 -0.912 3.001 7.278
H27 1.535 0.582 8.903
H28 -0.583 1.647 5.485
H29 2.859 -1.518 8.733
H30 3.961 -0.980 7.465
H31 2.939 -2.381 7.170

Record 2
A structure of composition C39H31Cl5GaGe2N6 in a non-equilibrium geometry. Source: the Open Molecules 2025 dataset; level of theory: ωB97M-V/def2-TZVPD.

The energy relative to the best compared isomer or geometry (same formula, charge and spin) comes out at 0.3644 eV. The orbital gap (spin up / spin down) comes out at 7.0352 / 5.3556 eV. The calculation puts the HOMO energy (spin up / spin down) at -0.5020 / -0.5131 Eh. The largest force on an atom is 0.028 hartree/bohr. The multiplicity is 2. As for the charge: +2.

CARTESIAN COORDINATES (ANGSTROEM)
Ga1 -0.203 -0.075 0.137
C1 3.662 -0.173 -2.181
C2 2.609 -0.587 -1.367
N1 1.822 0.300 -0.772
C3 2.051 1.608 -0.999
C4 3.059 1.993 -1.876
N2 3.865 1.107 -2.443
C5 1.186 2.551 -0.263
C6 1.343 3.923 -0.222
C7 0.516 4.683 0.613
C8 -0.400 4.002 1.419
C9 -0.480 2.622 1.336
N3 0.266 1.940 0.471
C10 -1.201 1.773 2.297
C11 -2.122 2.236 3.231
N4 -2.498 1.481 4.254
C12 -2.012 0.255 4.334
C13 -1.216 -0.274 3.319
N5 -0.802 0.492 2.321
C14 0.660 6.147 0.689
C15 0.946 6.894 -0.450
C16 1.075 8.271 -0.328
N6 0.941 8.901 0.830
C17 0.674 8.197 1.920
C18 0.521 6.817 1.902
H1 4.340 -0.886 -2.633
H2 2.402 -1.634 -1.196
H3 3.222 3.030 -2.144
H4 2.122 4.408 -0.792
H5 -1.015 4.543 2.123
H6 -2.563 3.223 3.163
H7 -2.277 -0.328 5.208
H8 -0.912 -1.310 3.321
H9 1.036 6.427 -1.423
H10 1.292 8.890 -1.191
H11 0.580 8.756 2.844
H12 0.334 6.283 2.825
Cl1 -0.484 0.823 -2.426
C19 -2.093 0.614 -1.844
C20 -2.181 0.185 -0.524
C21 -3.457 -0.095 -0.052
Cl2 -3.665 -0.814 1.498
C22 -4.592 0.137 -0.835
Cl3 -6.150 -0.177 -0.202
C23 -4.456 0.593 -2.148
Cl4 -5.832 0.839 -3.127
C24 -3.182 0.818 -2.674
Cl5 -2.966 1.322 -4.295
C25 -3.235 -3.069 -1.822
Ge1 -1.348 -3.588 -1.989
C26 -1.157 -5.545 -2.044
C27 -0.570 -2.711 -3.568
Ge2 0.016 -2.780 0.046
C28 -0.678 -3.370 1.782
C29 -2.016 -3.775 1.833
C30 -2.556 -4.283 3.003
C31 -1.774 -4.363 4.148
C32 -0.442 -3.960 4.113
C33 0.104 -3.471 2.938
C34 1.937 -3.192 -0.068
C35 2.872 -2.789 0.890
C36 4.205 -3.142 0.762
C37 4.624 -3.891 -0.332
C38 3.707 -4.288 -1.296
C39 2.373 -3.935 -1.168
H13 -3.698 -3.251 -2.794
H14 -3.349 -2.014 -1.581
H15 -3.764 -3.664 -1.078
H16 -1.777 -5.884 -2.876
H17 -1.521 -6.012 -1.130
H18 -0.133 -5.866 -2.223
H19 -1.088 -3.106 -4.444
H20 0.494 -2.916 -3.680
H21 -0.725 -1.634 -3.539
H22 -2.633 -3.698 0.945
H23 -3.583 -4.623 3.022
H24 -2.197 -4.746 5.067
H25 0.170 -4.035 5.002
H26 1.149 -3.189 2.916
H27 2.561 -2.175 1.728
H28 4.921 -2.835 1.514
H29 5.668 -4.158 -0.435
H30 4.032 -4.872 -2.147
H31 1.661 -4.243 -1.926

Record 3
A structure of composition C39H31IN8O2Tl in a non-equilibrium geometry. Source: the Open Molecules 2025 dataset; level of theory: ωB97M-V/def2-TZVPD.

The energy relative to the best compared isomer or geometry (same formula, charge and spin) comes out at 4.8585 eV. The orbital gap comes out at 6.0680 eV. The calculation puts the HOMO energy at -0.3457 Eh. The largest force on an atom is 0.032 hartree/bohr. As for the charge: +1.

CARTESIAN COORDINATES (ANGSTROEM)
Tl1 0.591 0.706 -0.012
O1 -4.967 2.334 0.387
C1 -4.990 1.006 0.082
C2 -6.195 0.443 -0.068
C3 -6.563 -0.909 -0.432
C4 -5.825 -2.022 -0.436
C5 -4.454 -2.214 0.046
C6 -3.651 0.338 -0.134
C7 -2.488 1.163 0.522
O2 -1.783 0.730 1.442
N1 -2.234 2.304 -0.137
N2 -0.969 2.685 -0.014
C8 -0.617 3.909 -0.062
C9 0.794 4.278 0.016
C10 1.139 5.621 0.153
C11 2.466 5.963 0.337
C12 3.410 4.951 0.382
C13 2.985 3.644 0.202
N3 1.715 3.302 0.005
H1 -4.076 2.701 0.236
H2 -7.021 1.134 0.058
H3 -7.596 -1.011 -0.742
H4 -6.304 -2.934 -0.772
H5 -4.008 -3.150 -0.270
H6 -1.363 4.700 -0.101
H7 0.363 6.375 0.131
H8 2.758 6.998 0.453
H9 4.458 5.161 0.543
H10 3.704 2.837 0.219
C14 -1.218 0.612 -2.917
N4 -0.058 1.382 -2.413
C15 1.127 1.230 -3.251
C16 1.639 -0.160 -3.057
N5 1.418 -0.839 -1.970
C17 2.078 -2.047 -2.124
C18 2.203 -3.136 -1.267
C19 2.956 -4.208 -1.702
C20 3.580 -4.210 -2.957
C21 3.465 -3.139 -3.821
C22 2.703 -2.066 -3.382
N6 2.390 -0.844 -3.957
C23 -1.993 0.004 -1.777
N7 -1.349 -0.799 -0.991
C24 -2.035 -1.493 0.011
C25 -1.419 -2.462 0.715
C26 -2.033 -3.054 1.873
C27 -3.256 -2.678 2.287
C28 -4.096 -1.801 1.478
C29 -3.446 -1.125 0.281
N8 -3.287 0.344 -1.572
H11 -1.872 1.227 -3.539
H12 -0.838 -0.212 -3.522
H13 -0.300 2.359 -2.300
H14 0.935 1.419 -4.314
H15 1.883 1.944 -2.910
H16 1.734 -3.137 -0.291
H17 3.070 -5.072 -1.061
H18 4.166 -5.070 -3.252
H19 3.953 -3.133 -4.787
H20 2.689 -0.515 -4.859
H21 -0.398 -2.719 0.459
H22 -1.455 -3.759 2.457
H23 -3.651 -3.019 3.236
H24 -4.882 -1.258 1.989
H25 -3.737 1.018 -2.169
I1 4.014 0.284 -0.424
C30 3.837 -0.647 1.462
C31 4.901 -1.419 1.836
C32 4.979 -1.930 3.142
C33 4.029 -1.587 4.057
C34 2.916 -0.795 3.697
C35 1.968 -0.410 4.673
C36 0.872 0.329 4.349
C37 0.627 0.651 2.996
C38 1.536 0.292 2.052
C39 2.753 -0.367 2.335
H26 5.704 -1.611 1.137
H27 5.820 -2.551 3.418
H28 4.112 -1.915 5.086
H29 2.135 -0.720 5.698
H30 0.156 0.635 5.100
H31 -0.302 1.134 2.728

Record 4
A cluster of 6 separate species, C39H31N4O11 in total in a non-equilibrium geometry. Source: the Open Molecules 2025 dataset; level of theory: ωB97M-V/def2-TZVPD.

The orbital gap comes out at 7.4153 eV. The calculation puts the HOMO energy at -0.4224 Eh. The largest force on an atom is 0.106 hartree/bohr. As for the charge: +1.

CARTESIAN COORDINATES (ANGSTROEM)
N1 -0.682 7.507 -1.182
C1 -1.651 7.030 -0.378
N2 -2.269 7.819 0.685
C2 -3.193 6.894 1.289
N3 -3.116 5.639 0.586
N4 -2.185 5.695 -0.398
C3 -1.895 4.507 -1.241
O1 -0.815 3.659 -0.760
C4 -0.271 4.139 0.493
C5 -0.919 3.739 1.889
C6 -0.341 4.310 3.201
C7 0.892 5.258 3.169
C8 1.535 5.625 1.802
C9 0.976 5.072 0.472
H1 0.131 6.937 -1.470
H2 -0.751 8.508 -1.436
H3 -3.900 7.012 2.168
H4 -3.635 4.774 0.796
H5 -2.848 3.851 -1.203
H6 -1.768 4.777 -2.353
H7 -1.838 3.052 1.817
H8 -0.882 4.009 4.181
H9 1.306 5.691 4.134
H10 2.443 6.331 1.786
H11 1.510 5.377 -0.491
C10 1.961 -1.625 1.020
C11 2.060 -1.437 -0.297
C12 1.489 -0.236 -0.945
O2 1.575 -0.063 -2.147
C13 0.807 0.746 -0.075
C14 0.712 0.560 1.232
C15 1.279 -0.639 1.886
O3 1.191 -0.805 3.088
H12 2.371 -2.498 1.512
H13 2.555 -2.146 -0.944
H14 0.394 1.622 -0.558
H15 0.216 1.274 1.877
C16 3.748 -4.861 -2.688
C17 4.288 -5.679 -3.593
C18 5.743 -5.938 -3.620
O4 6.237 -6.681 -4.445
C19 6.576 -5.256 -2.605
C20 6.035 -4.439 -1.701
C21 4.580 -4.181 -1.675
O5 4.082 -3.436 -0.848
H16 2.686 -4.659 -2.654
H17 3.692 -6.186 -4.342
H18 7.639 -5.457 -2.639
H19 6.630 -3.931 -0.951
C22 -3.755 5.359 4.795
C23 -4.668 6.201 5.281
C24 -5.710 5.741 6.225
O6 -6.543 6.508 6.666
C25 -5.699 4.314 6.610
C26 -4.786 3.472 6.123
C27 -3.745 3.931 5.180
O7 -2.909 3.163 4.737
H20 -2.985 5.678 4.103
H21 -4.690 7.250 5.011
H22 -6.468 3.995 7.302
H23 -4.764 2.423 6.394
C28 1.586 -7.558 1.294
C29 1.682 -7.367 -0.023
C30 1.118 -6.162 -0.666
O8 1.203 -5.988 -1.868
C31 0.444 -5.177 0.206
C32 0.348 -5.367 1.522
C33 0.913 -6.572 2.166
O9 0.827 -6.746 3.366
H24 1.994 -8.435 1.781
H25 2.173 -8.079 -0.676
H26 0.037 -4.300 -0.282
H27 -0.143 -4.655 2.175
C34 -0.473 -3.409 -4.780
C35 0.519 -4.085 -5.360
C36 0.247 -5.136 -6.363
O10 1.152 -5.754 -6.890
C37 -1.167 -5.407 -6.699
C38 -2.159 -4.731 -6.119
C39 -1.887 -3.680 -5.116
O11 -2.792 -3.061 -4.587
H28 -0.292 -2.636 -4.042
H29 1.560 -3.898 -5.125
H30 -1.348 -6.180 -7.436
H31 -3.200 -4.918 -6.353

Record 5
A structure of composition C39H32Cl2N7O2RuS in a non-equilibrium geometry. Source: the Open Molecules 2025 dataset; level of theory: ωB97M-V/def2-TZVPD.

The energy relative to the best compared isomer or geometry (same formula, charge and spin) comes out at 0.0000 eV. The orbital gap (spin up / spin down) comes out at 5.0071 / 6.6433 eV. The calculation puts the HOMO energy (spin up / spin down) at -0.1795 / -0.2398 Eh. The largest force on an atom is 0.056 hartree/bohr. The multiplicity is 2. As for the charge: 0.

CARTESIAN COORDINATES (ANGSTROEM)
Ru1 -0.914 -0.226 0.106
C1 -2.647 -2.707 0.683
N1 -1.329 -2.508 0.054
C2 -1.224 -3.224 -1.235
C3 -1.595 -2.527 -2.520
C4 -1.368 -3.242 -3.695
C5 -1.646 -2.652 -4.906
C6 -2.154 -1.362 -4.912
C7 -2.356 -0.735 -3.701
N2 -2.088 -1.295 -2.512
C8 -0.240 -3.013 0.921
C9 -0.243 -2.293 2.233
C10 0.028 -2.940 3.428
C11 -0.032 -2.221 4.609
C12 -0.410 -0.890 4.560
C13 -0.671 -0.320 3.328
N3 -0.555 -0.994 2.182
C14 -3.587 -1.547 0.524
C15 -4.928 -1.732 0.237
C16 -5.777 -0.636 0.266
C17 -5.259 0.601 0.607
C18 -3.898 0.701 0.845
N4 -3.069 -0.340 0.786
H1 -2.498 -2.819 1.760
H2 -3.119 -3.632 0.339
H3 -1.825 -4.140 -1.168
H4 -0.186 -3.536 -1.352
H5 -0.953 -4.241 -3.644
H6 -1.463 -3.180 -5.833
H7 -2.380 -0.849 -5.836
H8 -2.742 0.269 -3.674
H9 0.707 -2.841 0.412
H10 -0.333 -4.095 1.090
H11 0.280 -3.992 3.418
H12 0.193 -2.696 5.555
H13 -0.497 -0.287 5.452
H14 -0.982 0.712 3.249
H15 -5.294 -2.721 -0.004
H16 -6.828 -0.751 0.036
H17 -5.880 1.482 0.668
H18 -3.441 1.651 1.088
O1 2.453 -2.367 -0.902
S1 1.858 -1.111 -1.326
O2 0.796 -1.231 -2.307
N5 1.295 -0.172 -0.169
C19 2.048 0.095 0.986
C20 3.281 -0.499 1.267
C21 3.959 -0.271 2.459
C22 3.432 0.563 3.415
C23 2.233 1.248 3.157
C24 1.719 2.178 4.113
C25 0.580 2.910 3.821
C26 -0.045 2.728 2.614
N6 0.437 1.839 1.680
C27 1.558 1.040 1.929
C28 3.135 -0.155 -2.099
C29 4.332 -0.744 -2.469
C30 5.298 0.027 -3.103
C31 5.064 1.372 -3.347
C32 3.862 1.955 -2.961
C33 2.892 1.193 -2.335
H19 3.711 -1.196 0.566
H20 4.902 -0.775 2.625
H21 3.935 0.736 4.358
H22 2.256 2.307 5.043
H23 0.167 3.630 4.514
H24 -0.929 3.264 2.305
H25 4.497 -1.792 -2.259
H26 6.236 -0.425 -3.397
H27 5.823 1.971 -3.833
H28 3.684 3.007 -3.142
H29 1.955 1.634 -2.015
Cl1 -2.673 2.202 -1.204
C34 -1.306 3.266 -1.117
C35 -1.367 4.415 -1.876
C36 -0.331 5.330 -1.829
C37 0.764 5.023 -1.045
C38 0.826 3.850 -0.310
Cl2 2.386 3.554 0.419
C39 -0.244 2.910 -0.253
N7 -0.290 1.754 0.490
H30 -2.244 4.583 -2.486
H31 -0.366 6.246 -2.402
H32 1.624 5.678 -1.017